Molecular formula: C40H40AsCoP2SSi
Method: DFT, ωB97M-V/def2-TZVPD

Calculated values
**HOMO-LUMO gap (alpha / beta)**: 8.39 / 6.07 eV
**⟨S²⟩**: 6.02
**E_HOMO (alpha / beta)**: -0.475 / -0.509 hartree

```
! wB97M-V def2-TZVPD RIJCOSX def2/J DEFGRID3
* xyz 2 5
Co -0.40503 0.68259 0.30089
C -1.27353 0.27719 4.14969
Si -0.33613 -0.04801 2.50839
C 1.56537 -0.23001 2.74069
C 2.16537 -0.28231 3.99439
C 3.54237 -0.32651 4.11809
C 4.34657 -0.29271 2.99069
C 3.77137 -0.26731 1.73419
C 2.38737 -0.23201 1.60979
P 1.67737 -0.32461 -0.07591
C 2.37147 -1.94721 -0.53541
C 3.65727 -2.01151 -1.07171
C 4.24357 -3.23891 -1.31481
C 3.55537 -4.40731 -1.03101
C 2.27817 -4.34751 -0.49491
C 1.68927 -3.12261 -0.23331
C 2.62407 0.86139 -1.07431
C 3.04987 2.05889 -0.50091
C 3.71807 2.99639 -1.26751
C 3.97267 2.73979 -2.60771
C 3.53047 1.55969 -3.18791
C 2.82847 0.63579 -2.43581
C -1.09013 -1.75611 1.93019
C -0.78403 -2.87611 2.69169
C -1.47143 -4.06591 2.51119
C -2.49783 -4.13811 1.57999
C -2.78453 -3.04951 0.77499
C -2.05733 -1.87051 0.92739
P -2.31593 -0.49951 -0.23861
C -4.11463 -0.30921 -0.33981
C -4.82663 -0.55891 -1.51121
C -6.20743 -0.47631 -1.49931
C -6.87783 -0.13211 -0.33621
C -6.16963 0.13239 0.82719
C -4.79023 0.05569 0.82639
C -1.74933 -1.05111 -1.86441
C -1.09003 -2.25401 -2.10041
C -0.55403 -2.50121 -3.35151
C -0.65803 -1.55221 -4.35601
C -1.31853 -0.35431 -4.12551
C -1.85823 -0.09991 -2.88311
H -1.22353 -0.60661 4.77669
H -2.32163 0.48919 3.96209
H -0.86153 1.11329 4.70279
H 1.55267 -0.29821 4.88279
H 3.99397 -0.38621 5.09509
H 5.42067 -0.29811 3.08499
H 4.39397 -0.27571 0.85279
H 4.20737 -1.11101 -1.30141
H 5.23507 -3.27291 -1.74081
H 4.01697 -5.36111 -1.22961
H 1.73467 -5.25811 -0.29201
H 0.70327 -3.08341 0.20959
H 2.88567 2.22909 0.55849
H 4.05827 3.92059 -0.81891
H 4.52157 3.45679 -3.19651
H 3.73327 1.36559 -4.22971
H 2.46137 -0.27131 -2.89641
H -0.01333 -2.81211 3.44499
H -1.21753 -4.92341 3.11749
H -3.07483 -5.04491 1.49049
H -3.57163 -3.10461 0.03309
H -4.31183 -0.83001 -2.42121
H -6.76513 -0.68821 -2.39801
H -7.95263 -0.06361 -0.33391
H -6.69473 0.39609 1.73159
H -4.22883 0.27089 1.72619
H -1.01863 -2.99931 -1.32281
H -0.05783 -3.43971 -3.54671
H -0.22743 -1.74631 -5.32461
H -1.40513 0.37709 -4.91451
H -2.37443 0.83219 -2.69181
C -2.04303 4.99359 0.24199
As -0.23273 4.36549 -0.09171
C 0.77727 4.39919 1.57519
C 0.58527 5.63069 -1.30831
S -0.37263 2.47169 -1.08801
H -2.02653 6.03809 0.55449
H -2.53343 4.38729 1.00769
H -2.60113 4.90309 -0.69441
H 0.76227 5.41769 1.95999
H 1.81007 4.10729 1.38089
H 0.32767 3.71969 2.30239
H 0.52137 6.63339 -0.88541
H 0.05347 5.60479 -2.26021
H 1.63017 5.37559 -1.48361
*
```

And the Mulliken charges, in e, turn out to be: number 1, Co, carries -0.687; number 2, C, carries -1.377; number 3, Si, carries 0.878; number 4, C, carries 0.345; number 5, C, carries -0.637; number 6, C, carries -0.832; number 7, C, carries -0.936; number 8, C, carries -0.460; number 9, C, carries -0.493; number 10, P, carries 2.383; number 11, C, carries 1.394; number 12, C, carries -0.859; number 13, C, carries -0.858; number 14, C, carries -0.784; number 15, C, carries -0.822; number 16, C, carries 0.097; number 17, C, carries 0.216; number 18, C, carries -0.709; number 19, C, carries -0.829; number 20, C, carries -0.758; number 21, C, carries -0.809; number 22, C, carries -0.507; number 23, C, carries 0.005; number 24, C, carries -0.668; number 25, C, carries -0.949; number 26, C, carries -0.778; number 27, C, carries -0.160; number 28, C, carries -0.290; number 29, P, carries 1.963; number 30, C, carries 0.562; number 31, C, carries -0.170; number 32, C, carries -0.758; number 33, C, carries -0.526; number 34, C, carries -0.706; number 35, C, carries -0.680; number 36, C, carries 0.558; number 37, C, carries -0.296; number 38, C, carries -0.665; number 39, C, carries -0.671; number 40, C, carries -0.964; number 41, C, carries -0.491; number 42, H, carries 0.419; number 43, H, carries 0.439; number 44, H, carries 0.400; number 45, H, carries 0.494; number 46, H, carries 0.466; number 47, H, carries 0.489; number 48, H, carries 0.389; number 49, H, carries 0.407; number 50, H, carries 0.469; number 51, H, carries 0.434; number 52, H, carries 0.498; number 53, H, carries -0.057; number 54, H, carries 0.621; number 55, H, carries 0.586; number 56, H, carries 0.458; number 57, H, carries 0.489; number 58, H, carries 0.673; number 59, H, carries 0.529; number 60, H, carries 0.494; number 61, H, carries 0.463; number 62, H, carries 0.552; number 63, H, carries 0.381; number 64, H, carries 0.457; number 65, H, carries 0.419; number 66, H, carries 0.452; number 67, H, carries 0.429; number 68, H, carries 0.356; number 69, H, carries 0.466; number 70, H, carries 0.454; number 71, H, carries 0.483; number 72, H, carries 0.725; number 73, C, carries -1.027; number 74, As, carries 0.536; number 75, C, carries -0.919; number 76, C, carries -0.996; number 77, S, carries -0.469; number 78, H, carries 0.420; number 79, H, carries 0.325; number 80, H, carries 0.384; number 81, H, carries 0.481; number 82, H, carries 0.287; number 83, H, carries 0.281; number 84, H, carries 0.434; number 85, H, carries 0.388; number 86, H, carries 0.269



Molecular formula: C27H25Cl3F4GeI2MnN3
Method: DFT, ωB97M-V/def2-TZVPD

Calculated values
**Relative energy (zero: lowest compared OMol25 entry of this formula, charge and spin)**: 85.5 kJ/mol
**HOMO-LUMO gap (alpha / beta)**: 5.27 / 6.61 eV
**⟨S²⟩**: 6.16
**E_HOMO (alpha / beta)**: -0.276 / -0.276 hartree

```
! wB97M-V def2-TZVPD RIJCOSX def2/J DEFGRID3
* xyz 0 5
Mn -0.28264 -0.19641 -0.24191
C -2.66983 0.28019 3.08350
C -3.03748 1.06174 1.81896
N -1.94557 1.31602 0.84665
C -1.12973 2.47835 1.27414
C -0.54368 2.42251 2.67883
C -2.63691 1.66389 -0.41349
C -1.72323 1.80425 -1.62694
N -1.08898 0.52122 -1.86472
C -1.10399 -0.00511 -3.09819
C -0.84506 -1.39567 -3.23210
F -0.58648 -2.06908 -2.06815
C -0.86706 -2.07995 -4.42280
F -0.62765 -3.40194 -4.43871
C -1.13921 -1.41590 -5.60750
C -1.36872 -0.05135 -5.53376
F -1.61413 0.61919 -6.66823
C -1.34828 0.64457 -4.33872
F -1.52399 1.97971 -4.39806
H -2.82686 0.87339 3.97968
H -1.63330 -0.02907 3.06209
H -3.28657 -0.61357 3.16189
H -3.48273 2.02908 2.08941
H -3.80507 0.48968 1.29418
H -0.29059 2.56727 0.57291
H -1.73669 3.39279 1.18822
H 0.17131 3.23611 2.77229
H -0.01261 1.49277 2.84832
H -1.30128 2.54935 3.44591
H -3.20867 2.59701 -0.29445
H -3.33979 0.85365 -0.64137
H -0.98252 2.60196 -1.47977
H -2.36245 2.11306 -2.45517
H -1.14417 -1.93375 -6.54999
I -1.76268 -2.34683 0.84507
C -0.51885 -2.23191 2.61680
C -0.79910 -3.00548 3.70474
C -0.00553 -2.86118 4.85227
C 1.03435 -1.97399 4.86960
C 1.34197 -1.18449 3.74240
C 2.41923 -0.27535 3.73829
C 2.68713 0.47175 2.62492
C 1.85991 0.37645 1.49820
C 0.76406 -0.46417 1.43659
C 0.53185 -1.29566 2.57096
H -1.62355 -3.69924 3.69452
H -0.23698 -3.45562 5.72236
H 1.63388 -1.84970 5.75883
H 3.03646 -0.19454 4.62082
H 3.52575 1.15008 2.59872
H 2.10669 1.01237 0.64964
Cl 0.79546 4.84600 -1.07192
Ge 1.76413 2.82972 -1.39841
Cl 3.71379 3.15410 -0.29862
Cl 2.47698 3.02088 -3.52127
I 3.47100 -0.31628 -5.08651
C 3.00005 -1.10916 -3.19823
C 3.62331 -2.25020 -2.71572
C 3.20076 -2.74947 -1.49370
C 2.19603 -2.09210 -0.80707
N 1.62713 -0.96921 -1.25492
C 2.02314 -0.49450 -2.43167
H 4.41002 -2.73322 -3.27340
H 3.63894 -3.64548 -1.08195
H 1.83148 -2.47192 0.13979
H 1.55783 0.41238 -2.79407
*
```

And the Mulliken charges, in e, turn out to be: number 1, Mn, carries -0.470; number 2, C, carries -1.244; number 3, C, carries -0.870; number 4, N, carries 0.820; number 5, C, carries 0.053; number 6, C, carries -1.575; number 7, C, carries -1.277; number 8, C, carries -0.724; number 9, N, carries 0.900; number 10, C, carries 0.178; number 11, C, carries 0.160; number 12, F, carries -0.240; number 13, C, carries 0.118; number 14, F, carries -0.326; number 15, C, carries -0.543; number 16, C, carries 0.145; number 17, F, carries -0.318; number 18, C, carries 0.358; number 19, F, carries -0.374; number 20, H, carries 0.379; number 21, H, carries 0.285; number 22, H, carries 0.346; number 23, H, carries 0.386; number 24, H, carries 0.510; number 25, H, carries -0.682; number 26, H, carries 0.527; number 27, H, carries 0.433; number 28, H, carries 0.395; number 29, H, carries 0.375; number 30, H, carries 0.429; number 31, H, carries 0.443; number 32, H, carries -0.207; number 33, H, carries 0.550; number 34, H, carries 0.510; number 35, I, carries 0.058; number 36, C, carries 0.386; number 37, C, carries -0.356; number 38, C, carries -0.684; number 39, C, carries -0.979; number 40, C, carries 1.052; number 41, C, carries -0.967; number 42, C, carries -0.877; number 43, C, carries 1.760; number 44, C, carries -0.205; number 45, C, carries 1.178; number 46, H, carries 0.487; number 47, H, carries 0.416; number 48, H, carries 0.431; number 49, H, carries 0.404; number 50, H, carries 0.511; number 51, H, carries -1.182; number 52, Cl, carries -0.442; number 53, Ge, carries 0.818; number 54, Cl, carries -0.436; number 55, Cl, carries -0.399; number 56, I, carries 0.102; number 57, C, carries -0.964; number 58, C, carries -0.075; number 59, C, carries -1.096; number 60, C, carries -0.270; number 61, N, carries 0.584; number 62, C, carries -0.253; number 63, H, carries 0.454; number 64, H, carries 0.462; number 65, H, carries 0.344; number 66, H, carries 0.287



Molecular formula: C2H5NO4
Method: DFT, ωB97M-V/def2-TZVPD

Calculated values
**SMILES**: O=C(O)O.CN=O
**Relative energy (zero: lowest compared OMol25 entry of this formula, charge and spin)**: 397.4 kJ/mol
**HOMO-LUMO gap**: 9.35 eV
**E_HOMO**: -0.359 hartree

```
! wB97M-V def2-TZVPD RIJCOSX def2/J DEFGRID3
* xyz 0 1
O 1.38417 -0.12069 0.95104
C 0.43698 0.14987 1.54993
O 0.13865 -0.36569 2.73699
O -0.46588 0.99344 1.20795
H 0.85888 -1.01918 2.84513
H -0.35299 1.24430 0.18770
C -0.28349 -0.58370 -1.36166
N -0.35326 0.81202 -1.64265
O -0.70647 1.23246 -2.72238
H -0.60808 -1.08385 -2.21625
H 0.77782 -0.57050 -1.12123
H -0.82634 -0.68848 -0.41456
*
```

And the Mulliken charges, in e, turn out to be: number 1, O, carries -0.509; number 2, C, carries 0.645; number 3, O, carries -0.462; number 4, O, carries -0.499; number 5, H, carries 0.356; number 6, H, carries 0.523; number 7, C, carries -0.787; number 8, N, carries 0.056; number 9, O, carries -0.370; number 10, H, carries 0.481; number 11, H, carries 0.332; number 12, H, carries 0.233



Molecular formula: C3H5N3S
Method: DFT, ωB97M-V/def2-TZVPD

Calculated values
**SMILES**: Nc1ccnn1S
**Relative energy (zero: lowest compared OMol25 entry of this formula, charge and spin)**: 129.9 kJ/mol
**HOMO-LUMO gap**: 8.89 eV
**E_HOMO**: -0.303 hartree

```
! wB97M-V def2-TZVPD RIJCOSX def2/J DEFGRID3
* xyz 0 1
N 0.44429 -0.55006 1.68474
C 0.34292 -0.07457 0.39854
C 1.03489 0.93726 -0.24718
C 0.49503 0.95131 -1.53208
N -0.42780 0.00732 -1.71446
N -0.54088 -0.57595 -0.51413
S -1.63137 -1.83558 -0.21185
H 0.82354 0.12564 2.36962
H -0.35326 -1.03777 2.05044
H 1.79931 1.61219 0.16063
H 0.81388 1.54310 -2.35450
H -2.80054 -1.10290 -0.08976
*
```

And the Mulliken charges, in e, turn out to be: number 1, N, carries -0.511; number 2, C, carries 0.556; number 3, C, carries -0.550; number 4, C, carries -0.364; number 5, N, carries -0.818; number 6, N, carries 0.540; number 7, S, carries -0.216; number 8, H, carries 0.250; number 9, H, carries 0.213; number 10, H, carries 0.299; number 11, H, carries 0.439; number 12, H, carries 0.162



Molecular formula: C5H15N3
Method: DFT, ωB97M-V/def2-TZVPD

Calculated values
**SMILES**: C/C(N)=C\N.CNC
**Relative energy (zero: lowest compared OMol25 entry of this formula, charge and spin)**: 297.7 kJ/mol
**HOMO-LUMO gap**: 7.15 eV
**E_HOMO**: -0.227 hartree

```
! wB97M-V def2-TZVPD RIJCOSX def2/J DEFGRID3
* xyz 0 1
C -0.90849 -0.64393 1.80857
C -0.64375 0.52647 0.88253
N -1.79970 1.31333 0.69163
C 0.57015 1.20055 0.97526
N 1.67196 0.83956 1.73140
H -0.04841 -1.31283 1.87739
H -1.15268 -0.28821 2.81179
H -1.77379 -1.21272 1.45219
H -2.60614 0.77413 0.38528
H -1.64482 2.09129 0.05693
H 0.64085 2.19846 0.54248
H 2.49375 1.41936 1.58508
H 1.94925 -0.13899 1.70592
C 1.13557 0.30285 -1.95386
N -0.21903 -0.34162 -1.45116
C -0.27319 -1.79204 -1.39550
H 1.01487 1.35272 -2.22108
H 1.41323 -0.24848 -2.85633
H 1.92838 0.15471 -1.22024
H -0.94040 0.34370 -1.27080
H -0.12308 -2.23517 -2.38400
H 0.54338 -2.16340 -0.76851
H -1.22793 -2.13975 -0.98495
*
```

And the Mulliken charges, in e, turn out to be: number 1, C, carries -1.587; number 2, C, carries 1.157; number 3, N, carries -0.616; number 4, C, carries -0.877; number 5, N, carries -0.502; number 6, H, carries 0.337; number 7, H, carries 0.355; number 8, H, carries 0.387; number 9, H, carries 0.250; number 10, H, carries 0.268; number 11, H, carries 0.293; number 12, H, carries 0.267; number 13, H, carries 0.224; number 14, C, carries -0.954; number 15, N, carries -0.216; number 16, C, carries -0.968; number 17, H, carries 0.303; number 18, H, carries 0.328; number 19, H, carries 0.262; number 20, H, carries 0.393; number 21, H, carries 0.304; number 22, H, carries 0.277; number 23, H, carries 0.315



Molecular formula: H14O7
Method: DFT, ωB97M-V/def2-TZVPD

Calculated values
**SMILES**: O.O.O.O.O.O.O
**Relative energy (zero: lowest compared OMol25 entry of this formula, charge and spin)**: 346.8 kJ/mol
**HOMO-LUMO gap**: 10.48 eV
**E_HOMO**: -0.397 hartree

```
! wB97M-V def2-TZVPD RIJCOSX def2/J DEFGRID3
* xyz 0 1
O -0.74415 0.66859 -0.98330
H -0.73727 0.36778 -0.09640
H -0.25873 -0.05987 -1.42460
O 1.46562 0.53382 -0.08708
H 1.99616 -0.24852 0.12373
H 0.73186 0.48372 0.56725
O -4.67217 -2.20435 -0.75750
H -4.79047 -1.57352 -0.05757
H -4.73091 -1.79734 -1.56574
O -0.80842 4.01286 -2.01066
H -1.69941 3.90944 -1.86740
H -0.46450 3.89895 -1.08502
O 4.23419 -2.36835 -2.43637
H 4.82216 -2.93106 -1.85410
H 3.41112 -2.38284 -1.96068
O 1.82282 1.33762 2.88815
H 2.00344 1.84414 3.70934
H 1.05083 0.85506 3.12563
O -0.66817 -1.80791 1.83564
H -1.56066 -1.61475 2.22160
H -0.40334 -0.92348 1.71506
*
```

And the Mulliken charges, in e, turn out to be: number 1, O, carries -0.601; number 2, H, carries 0.265; number 3, H, carries 0.368; number 4, O, carries -0.563; number 5, H, carries 0.326; number 6, H, carries 0.200; number 7, O, carries -0.611; number 8, H, carries 0.307; number 9, H, carries 0.303; number 10, O, carries -0.607; number 11, H, carries 0.289; number 12, H, carries 0.313; number 13, O, carries -0.635; number 14, H, carries 0.329; number 15, H, carries 0.306; number 16, O, carries -0.579; number 17, H, carries 0.312; number 18, H, carries 0.286; number 19, O, carries -0.576; number 20, H, carries 0.343; number 21, H, carries 0.223